Arrangement 1

Here is a gas-phase ion, C6H13N2 (charge +1) from the OMol25 dataset. Energies are from wB97M-V/def2-TZVPD.

Net charge   +1
SMILES string   C=C[N@H+](C)[C@H]1CCN1
HOMO-LUMO gap   0.410 hartree
LUMO energy   -2.608 eV
E_HOMO   -0.506 hartree

Last columns: bonded neighbours and bond lengths (Å).
Atoms and positions in Å:
1 N -0.04941 0.71842 0.41562  C4 1.439, C5 1.610, C8 1.477, H19 1.046
2 N 1.19449 -1.21499 -0.56459  C5 1.421, C6 1.438, H20 0.956
3 C 1.08532 1.13757 2.45456  C8 1.297, H10 1.118, H21 1.037
4 C -1.10284 1.60320 -0.00561  N1 1.439, H13 1.144, H17 1.137, H18 1.004
5 C -0.07541 -0.81733 -0.06668  N1 1.610, N2 1.421, C7 1.491, H12 1.078
6 C 0.74602 -1.77016 -1.81347  N2 1.438, C7 1.545, H11 1.069, H16 1.131
7 C -0.62597 -1.19175 -1.40054  C5 1.491, C6 1.545, H9 1.070, H14 1.114
8 C -0.00488 0.71583 1.89217  N1 1.477, C3 1.297, H15 1.081
9 H -1.23635 -2.04813 -1.20555  C7 1.070
10 H 1.85893 1.47992 1.72325  C3 1.118
11 H 1.24718 -1.30857 -2.63667  C6 1.069
12 H -0.53763 -1.16363 0.84358  C5 1.078
13 H -1.09086 1.55557 -1.14832  C4 1.144
14 H -1.11200 -0.46024 -2.08510  C7 1.114
15 H -0.96899 0.36490 2.23211  C8 1.081
16 H 0.81348 -2.88702 -1.98103  C6 1.131
17 H -0.69318 2.64745 0.18284  C4 1.137
18 H -1.97235 1.47920 0.48172  C4 1.004
19 H 0.84842 1.10893 0.04768  N1 1.046
20 H 1.76488 -1.78378 -0.04906  N2 0.956
21 H 1.18014 1.03686 3.48257  C3 1.037



Arrangement 2

Here is a gas-phase ion, C6H13N2 (charge +1) from the OMol25 dataset. Energies are from wB97M-V/def2-TZVPD.

Net charge   +1
SMILES string   C[C@H]1CN(C)C=[N+]1C
HOMO-LUMO gap   0.326 hartree
LUMO energy   -4.388 eV
E_HOMO   -0.487 hartree

Last columns: bonded neighbours and bond lengths (Å).
Atoms and positions in Å:
1 N 0.91957 1.16051 0.40632  C4 1.429, C7 1.285, C8 1.453
2 N 0.35512 -1.12623 -0.06440  C5 1.481, C6 1.436, C7 1.650
3 C -2.13006 -0.66981 0.13239  C5 1.546, H10 1.112, H12 1.132, H14 1.076
4 C 1.35549 2.42472 0.91067  N1 1.429, H11 1.114, H13 1.043, H15 1.129
5 C -0.79833 -0.35816 -0.58768  N2 1.481, C3 1.546, C8 1.567, H9 1.160
6 C 0.75703 -2.47943 -0.33034  N2 1.436, H16 1.099, H17 1.089, H18 1.058
7 C 1.48631 0.00981 0.32604  N1 1.285, N2 1.650, H21 1.054
8 C -0.41663 1.10019 -0.16010  N1 1.453, C5 1.567, H19 1.097, H20 1.198
9 H -1.05127 -0.29570 -1.71818  C5 1.160
10 H -1.86213 -0.78717 1.20514  C3 1.112
11 H 1.89093 3.09940 0.20463  C4 1.114
12 H -2.72894 0.22365 -0.22004  C3 1.132
13 H 1.96151 2.22872 1.73689  C4 1.043
14 H -2.41984 -1.63422 -0.24544  C3 1.076
15 H 0.48023 2.97783 1.36104  C4 1.129
16 H 0.66234 -2.75083 -1.39096  C6 1.099
17 H 0.02790 -3.10895 0.17809  C6 1.089
18 H 1.69157 -2.76366 0.07532  C6 1.058
19 H -0.78303 1.74910 -0.96450  C8 1.097
20 H -1.13669 1.56039 0.68014  C8 1.198
21 H 2.50980 -0.24239 0.33519  C7 1.054



Which of them is the most stable, and which is the least stable? arrangement 2 and arrangement 1, in that order.



Arrangement 1

Here is C3H3NOS in the gas phase from the OMol25 dataset. Energies are from wB97M-V/def2-TZVPD.

Net charge   0
SMILES string   O=C=CN1CS1
HOMO-LUMO gap   0.311 hartree
LUMO energy   -0.451 eV
E_HOMO   -0.327 hartree

Last columns: bonded neighbours and bond lengths (Å).
Atoms and positions in Å:
1 S -2.08858 -0.06425 0.55263  N3 1.939, C4 1.818
2 O 2.57242 -0.99083 -0.45782  C5 1.171
3 N -0.39389 -0.68278 -0.15906  S1 1.939, C4 1.525, C6 1.502
4 C -1.00140 0.58359 -0.75250  S1 1.818, N3 1.525, H8 1.132, H9 1.045
5 C 1.80368 -0.51206 0.28411  O2 1.171, C6 1.303
6 C 0.65148 -0.39281 0.88043  N3 1.502, C5 1.303, H7 1.085
7 H 0.50498 0.03472 1.86703  C6 1.085
8 H -0.61038 1.62216 -0.53062  C4 1.132
9 H -1.43830 0.40227 -1.68419  C4 1.045



Arrangement 2

Here is C3H3NOS in the gas phase from the OMol25 dataset. Energies are from wB97M-V/def2-TZVPD.

Net charge   0
SMILES string   N#CC(=O)CS
HOMO-LUMO gap   0.352 hartree
LUMO energy   -0.390 eV
E_HOMO   -0.366 hartree

Last columns: bonded neighbours and bond lengths (Å).
Atoms and positions in Å:
1 S -2.19339 0.00352 -0.34339  C4 1.790, H9 1.349
2 O 0.32644 1.79851 -0.21337  C5 1.197
3 N 2.95585 -0.40722 -0.30139  C6 1.150
4 C -0.50765 -0.50293 -0.01796  S1 1.790, C5 1.516, H7 1.078, H8 1.095
5 C 0.50745 0.61890 -0.11665  O2 1.197, C4 1.516, C6 1.512
6 C 1.90726 0.05122 -0.18712  N3 1.150, C5 1.512
7 H -0.25584 -1.33806 -0.65119  C4 1.078
8 H -0.38483 -0.87790 1.00354  C4 1.095
9 H -2.35529 0.65395 0.82753  S1 1.349



Which of them is the most stable, and which is the least stable? arrangement 2 and arrangement 1, in that order.



Arrangement 1

Here is C3H3NOS in the gas phase from the OMol25 dataset. Energies are from wB97M-V/def2-TZVPD.

Net charge   0
SMILES string   N#CCOC=S
HOMO-LUMO gap   0.334 hartree
LUMO energy   -0.084 eV
E_HOMO   -0.337 hartree

Last columns: bonded neighbours and bond lengths (Å).
Atoms and positions in Å:
1 S 2.07374 1.65408 -1.58295  C5 1.657
2 O 0.65455 -0.33694 -0.63987  C4 1.449, C5 1.310
3 N -2.63373 0.14403 0.21156  C6 1.164
4 C -0.22587 -0.85673 0.38663  O2 1.449, C6 1.450, H7 1.082, H8 1.090
5 C 1.03489 0.91105 -0.52729  S1 1.657, O2 1.310, H9 1.103
6 C -1.56378 -0.30876 0.27704  N3 1.164, C4 1.450
7 H -0.24273 -1.92089 0.19178  C4 1.082
8 H 0.29014 -0.72448 1.33815  C4 1.090
9 H 0.61280 1.43864 0.34494  C5 1.103



Arrangement 2

Here is C3H3NOS in the gas phase from the OMol25 dataset. Energies are from wB97M-V/def2-TZVPD.

Net charge   0
SMILES string   Sc1ccno1
HOMO-LUMO gap   0.356 hartree
LUMO energy   0.590 eV
E_HOMO   -0.335 hartree

Last columns: bonded neighbours and bond lengths (Å).
Atoms and positions in Å:
1 S 1.05612 -0.30127 -2.13453  C5 1.733, H8 1.387
2 O 1.05584 1.02289 -0.09953  N3 1.447, C5 1.290
3 N 0.42093 1.49732 1.11118  O2 1.447, C6 1.327
4 C -0.55391 -0.45766 0.25958  C5 1.346, C6 1.450, H7 1.075
5 C 0.43171 -0.01502 -0.54306  S1 1.733, O2 1.290, C4 1.346
6 C -0.51367 0.57101 1.28064  N3 1.327, C4 1.450, H9 1.050
7 H -1.14555 -1.35488 0.29673  C4 1.075
8 H 0.35619 -1.48433 -2.31634  S1 1.387
9 H -1.10765 0.52195 2.14533  C6 1.050



Which of them is the most stable, and which is the least stable? arrangement 1 and arrangement 2, in that order.



Arrangement 1

Here is 2 unconnected molecules or ions with the total composition C3H3NOS from the OMol25 dataset. Energies are from wB97M-V/def2-TZVPD.

Net charge   0
HOMO-LUMO gap   0.278 hartree
LUMO energy   -0.748 eV
E_HOMO   -0.306 hartree

Last columns: bonded neighbours and bond lengths (Å).
Atoms and positions in Å:
1 S 1.44796 -1.19344 0.66540  C6 1.745, H7 1.337
2 O -1.08882 1.76548 0.72839  C4 1.177
3 N -2.36396 -1.24307 -0.72323  C5 1.155
4 C -1.06898 0.71982 0.18743  O2 1.177, C5 1.379
5 C -1.87246 -0.31314 -0.24711  N3 1.155, C4 1.379
6 C 0.98539 0.04348 -0.47459  S1 1.745, H8 1.076, H9 1.075
7 H 1.65631 -0.39609 1.71814  S1 1.337
8 H 0.80262 -0.36697 -1.45239  C6 1.076
9 H 1.50194 0.98393 -0.40204  C6 1.075



Arrangement 2

Here is C3H3NOS in the gas phase from the OMol25 dataset. Energies are from wB97M-V/def2-TZVPD.

Net charge   0
HOMO-LUMO gap (alpha / beta)   0.260 / 0.248 hartree
LUMO energy (alpha / beta)   -2.143 / -2.464 eV
E_HOMO (alpha / beta)   -0.339 / -0.339 hartree

Last columns: bonded neighbours and bond lengths (Å).
Atoms and positions in Å:
1 S 0.26513 -1.41428 0.69468  O2 1.428, N3 1.444, C6 1.729
2 O -0.37919 -2.15085 1.73487  S1 1.428
3 N 1.42997 -1.79892 -0.06666  S1 1.444
4 C -0.09505 0.94108 -0.39934  C5 1.282, C6 1.366, H9 1.096
5 C 0.23839 1.09024 -1.62781  C4 1.282, H7 1.030
6 C -0.43555 0.16572 0.67227  S1 1.729, C4 1.366, H8 1.029
7 H 0.93323 1.20498 -2.37894  C5 1.030
8 H -1.10562 0.29860 1.44199  C6 1.029
9 H -0.85132 1.66344 -0.07105  C4 1.096



Which of them is the most stable, and which is the least stable? arrangement 1 and arrangement 2, in that order.